Entry 1:
Density functional theory data (ωB97M-V/def2-TZVPD) for an isolated molecule of C3H2F2O2S.

```
! RIJCOSX wB97M-V def2-TZVPD def2/J DEFGRID3
* xyz 0 1
S 1.021 -1.563 1.718
F -1.213 -0.371 -1.843
F -1.484 1.747 -0.915
O -0.911 0.709 1.219
O 1.679 -0.020 -1.013
C -0.525 0.790 -1.385
C 0.147 0.030 0.943
C 0.639 0.398 -0.342
H -0.006 -1.398 2.588
H 0.231 1.206 -2.199
*
```

Calculated values
E_LUMO   -2.3 eV
Energy relative to the best compared isomer or geometry (same formula, charge and spin)   1.957 eV
Structure (SMILES)   O=C(S)C(=O)C(F)F
Orbital gap   8.5970 eV

Just the Löwdin charges please, in e? Sure, here they are: number 1, S, carries 0.7709; number 2, F, carries 0.0307; number 3, F, carries 0.0037; number 4, O, carries 0.0475; number 5, O, carries 0.0607; number 6, C, carries -0.1951; number 7, C, carries -0.5168; number 8, C, carries -0.2566; number 9, H, carries -0.1289; number 10, H, carries 0.1839


Entry 2:
Density functional theory data (ωB97M-V/def2-TZVPD) for a cluster of 3 separate species, C3H11O2S in total.

```
! RIJCOSX wB97M-V def2-TZVPD def2/J DEFGRID3
* xyz -1 1
S -1.218 -0.336 1.503
O 1.059 2.492 -1.246
O 1.685 -0.989 2.319
C 0.136 -0.626 -0.943
C -1.084 0.016 -0.343
C 0.085 -0.557 -2.507
H -0.181 0.446 -2.833
H -0.700 -1.240 -2.829
H 1.287 1.602 -0.952
H 0.629 2.892 -0.482
H 1.119 -0.308 -0.585
H -2.028 -0.311 -0.776
H 0.858 -1.498 2.337
H -1.012 1.104 -0.340
H 0.146 -1.698 -0.736
H 1.051 -0.813 -2.925
H 1.397 -0.184 1.870
*
```

Calculated values
E_LUMO   3.8 eV
Energy relative to the best compared isomer or geometry (same formula, charge and spin)   0.633 eV
Orbital gap   6.5864 eV

Just the Löwdin charges please, in e? Sure, here they are: number 1, S, carries 0.1603; number 2, O, carries -0.0670; number 3, O, carries -0.1797; number 4, C, carries -0.3832; number 5, C, carries -0.7126; number 6, C, carries -0.1295; number 7, H, carries 0.0547; number 8, H, carries 0.0589; number 9, H, carries 0.0057; number 10, H, carries 0.0386; number 11, H, carries 0.0749; number 12, H, carries 0.0355; number 13, H, carries -0.0569; number 14, H, carries 0.0083; number 15, H, carries 0.0874; number 16, H, carries 0.0524; number 17, H, carries -0.0476


Entry 3:
Density functional theory data (ωB97M-V/def2-TZVPD) for an isolated molecule of CH5N2OP.

```
! RIJCOSX wB97M-V def2-TZVPD def2/J DEFGRID3
* xyz 0 3
P 1.471 0.177 -0.911
O 1.921 -0.872 0.032
N -0.767 -1.200 0.196
N -0.458 -0.346 -0.843
C 0.433 1.244 0.215
H -0.948 0.532 -0.941
H -1.567 -0.968 0.815
H 0.188 -1.545 0.532
H -0.127 2.090 -0.215
H -0.146 0.888 1.120
*
```

Calculated values
⟨S²⟩   2.01
E_LUMO (spin up / spin down)   0.7 / -1.9 eV
Energy relative to the best compared isomer or geometry (same formula, charge and spin)   0.000 eV
Orbital gap (spin up / spin down)   8.1182 / 7.0685 eV

Just the Löwdin charges please, in e? Sure, here they are: number 1, P, carries 0.7016; number 2, O, carries -0.5573; number 3, N, carries 0.0240; number 4, N, carries -0.2186; number 5, C, carries -0.2466; number 6, H, carries 0.0466; number 7, H, carries 0.1242; number 8, H, carries 0.0995; number 9, H, carries -0.0018; number 10, H, carries 0.0284


Entry 4:
Density functional theory data (ωB97M-V/def2-TZVPD) for an isolated molecule of C5H7NS2.

```
! RIJCOSX wB97M-V def2-TZVPD def2/J DEFGRID3
* xyz 0 1
S -0.245 1.828 0.024
S 3.530 0.701 -0.850
N -0.416 -1.883 0.210
C -1.705 0.634 -0.082
C 0.082 -0.613 0.721
C 1.969 0.299 -0.810
C -0.913 -0.633 -0.374
C 1.075 0.492 0.370
H 1.655 0.842 1.219
H -0.500 -0.541 -1.350
H -0.381 -0.321 1.669
H -0.985 -2.301 0.958
H -2.282 0.642 0.910
H 1.490 -0.119 -1.706
H -2.374 0.973 -0.908
*
```

Calculated values
E_LUMO   -0.4 eV
Energy relative to the best compared isomer or geometry (same formula, charge and spin)   3.763 eV
Structure (SMILES)   S=C[C@H]1SC[C@@H]2N[C@H]21
Orbital gap   8.3351 eV

Just the Löwdin charges please, in e? Sure, here they are: number 1, S, carries 0.8662; number 2, S, carries 0.7073; number 3, N, carries 0.1141; number 4, C, carries -0.3782; number 5, C, carries -0.3510; number 6, C, carries -0.6993; number 7, C, carries -0.3704; number 8, C, carries -0.5557; number 9, H, carries 0.0836; number 10, H, carries 0.1042; number 11, H, carries 0.1348; number 12, H, carries 0.1098; number 13, H, carries 0.0988; number 14, H, carries 0.0595; number 15, H, carries 0.0761